[1]
Computed, not measured: a cluster of 13 separate species, C6H40NO13 in total, with wB97M-V/def2-TZVPD.

ORCA input file:
```
! RIJCOSX wB97M-V def2-TZVPD def2/J DEFGRID3
* xyz 1 1
C -3.03042 0.88861 0.47196
O -4.03041 -0.11211 0.57684
C -1.66628 0.20657 0.20581
C -0.46973 1.07987 0.63945
C -0.54961 2.52391 0.09097
C 0.80804 0.35541 0.25985
C 1.98993 0.64607 1.20102
N -1.65861 -0.03907 -1.27019
H -2.89854 1.44990 1.39759
H -3.29427 1.49466 -0.38874
H -3.82508 -0.65811 1.34700
H -1.61306 -0.77346 0.68145
H -0.66347 1.21517 1.70638
H -0.09367 2.61135 -0.89417
H -1.53282 2.97217 0.06230
H 0.02561 3.14226 0.78518
H 0.60001 -0.69582 0.51336
H 1.04100 0.33702 -0.80284
H 1.97368 1.69798 1.50705
H 2.92640 0.59047 0.63854
H 2.10114 0.00899 2.07352
H -2.55676 -0.41180 -1.60697
H -0.99601 -0.71921 -1.70735
H -1.31446 0.78162 -1.78696
H -2.23392 2.54320 -3.36944
H -1.66759 1.39102 -4.20834
O -1.80676 1.66678 -3.29441
H -4.22239 -1.42413 -0.84067
H -4.77981 -1.82808 -2.20105
O -3.97394 -1.55673 -1.75056
H 0.18059 -2.31823 -3.01403
H -1.23882 -2.16386 -3.39133
O -0.50258 -1.63453 -3.14648
H 2.04818 -1.72527 2.11354
H 1.07359 -2.76846 2.38984
O 1.08486 -1.84884 2.07390
H 4.69053 -0.94908 2.93285
H 5.78879 -0.12348 1.98853
O 5.34665 -0.94248 2.21930
H 2.94833 -2.84050 -0.82399
H 2.22713 -2.34348 0.42556
O 2.12161 -2.93113 -0.33933
H -0.73591 -2.44604 1.06108
H -2.03565 -2.42649 2.06004
O -1.55377 -2.04458 1.33320
H 3.93684 -2.35313 4.64695
H 2.99553 -1.15145 4.79718
O 3.60108 -1.58198 4.18515
H 0.80002 -3.77081 -1.26924
H 1.28625 -4.22098 -2.58654
O 0.45921 -4.02468 -2.15770
H -1.86889 4.63612 -4.27659
H -2.25035 5.22474 -2.88718
O -2.20165 4.41846 -3.40930
H -1.87292 5.35446 2.46481
H -1.04954 4.97334 1.24100
O -1.52171 5.70740 1.64602
H 4.66055 -0.92754 0.74119
H 4.75842 -1.19470 -0.91145
O 4.23544 -0.96734 -0.14355
*
```

Calculated values
Relative energy (zero: lowest compared OMol25 entry of this formula, charge and spin): 400.3 kJ/mol
Electronic energy: -1285.22020 Ha
HOMO: -0.4742 Ha

[2]
Computed, not measured: a cluster of 14 separate species, C6H41NO13 in total, with wB97M-V/def2-TZVPD.

ORCA input file:
```
! RIJCOSX wB97M-V def2-TZVPD def2/J DEFGRID3
* xyz 0 1
C -0.30813 -0.93561 -0.81906
C 0.77923 -0.72756 -1.91362
C 0.73497 -2.03250 -2.82242
C 2.14377 -0.51584 -1.14681
C -0.55130 0.34853 0.04381
N -2.04097 0.45084 0.33711
C -2.36703 1.66008 1.09867
H -0.01925 -1.68695 -0.01338
H -1.30709 -1.18959 -1.21707
H 0.58638 0.20157 -2.51506
H 1.76233 -2.40864 -3.09070
H 0.22483 -1.72768 -3.77119
H 0.15085 -2.75581 -2.28280
H 2.14458 -0.85243 -0.10620
H 2.47145 0.57473 -1.06300
H 3.00101 -1.00267 -1.66798
H 0.17087 0.45551 0.99455
H -0.30353 1.26363 -0.61577
H -2.35418 -0.45437 0.75337
H -2.44965 2.44418 0.25142
H -1.60780 2.10212 1.80665
H -3.31615 1.72229 1.59593
H -1.57698 -0.63827 2.85781
H -1.49635 -2.16711 3.59297
O -1.25793 -1.23453 3.53970
H 4.08626 1.32100 -0.42985
H 4.82568 2.06284 0.69522
O 4.28756 1.25200 0.52531
H 2.49509 1.16594 1.53152
H 2.08262 0.67217 2.89333
O 2.20873 1.51621 2.31799
H -2.54051 -2.57379 -3.18733
H -2.84197 -1.39110 -2.22887
O -3.22368 -2.19907 -2.67855
H 0.92342 3.38901 0.44299
H 0.59145 3.23550 -1.09180
O 1.14808 3.66524 -0.44466
H -0.28316 2.40422 -3.49374
H -1.26921 1.89890 -2.40348
O -0.30198 2.10402 -2.61510
H -1.89758 -3.37560 1.49038
H -1.03721 -4.54783 2.01022
O -1.62527 -3.71970 2.27862
H 1.50375 -2.47056 1.05784
H 1.17944 -4.00018 0.92957
O 0.71867 -3.10272 0.87658
H 0.89538 2.68061 2.15801
H 0.64549 3.97925 2.64373
O 0.26305 3.30185 2.08322
H -2.52062 0.74452 -1.48188
H -3.56543 1.52061 -2.33066
O -2.81905 1.01598 -2.35392
H 3.88665 3.08542 -2.17512
H 2.84664 3.18196 -0.82105
O 3.63222 3.08588 -1.34050
H 0.87592 -0.77509 3.23132
H 1.72471 -1.35317 4.25031
O 1.76659 -0.72820 3.49480
H -4.04194 -1.87271 -0.15219
H -4.22330 -3.36209 0.32867
O -3.61041 -2.70532 0.16215
*
```

Calculated values
Relative energy (zero: lowest compared OMol25 entry of this formula, charge and spin): 436.4 kJ/mol
Electronic energy: -1285.95115 Ha
HOMO: -0.3491 Ha

[3]
Computed, not measured: a cluster of 15 separate species, C6H42O15 in total, with wB97M-V/def2-TZVPD.

ORCA input file:
```
! RIJCOSX wB97M-V def2-TZVPD def2/J DEFGRID3
* xyz 0 1
O 3.52567 0.92341 -3.91926
H 3.63919 1.00041 -2.93542
H 4.35811 0.57088 -4.24842
O -0.18019 1.25798 4.49151
H 0.29689 0.43715 4.70071
H -1.01853 1.17557 4.95675
O -0.95870 3.21969 -2.20830
H -0.11043 3.65495 -2.30119
H -0.76669 2.28122 -2.33683
O -1.20564 -2.22598 3.11934
H -1.78533 -1.46753 2.96810
H -1.18539 -2.69101 2.27647
O 1.97391 -3.80832 2.47989
H 1.67730 -4.19281 1.64674
H 2.18703 -4.56694 3.03911
O 1.13589 -1.57879 4.68956
H 1.85047 -1.62769 4.03568
H 0.36545 -1.97420 4.24374
O -0.64891 -0.97766 -4.29596
H -0.31096 -0.08520 -4.11862
H 0.10396 -1.45452 -4.65913
O -2.97497 2.05683 1.43554
H -2.23386 1.76047 0.88364
H -2.70939 2.92430 1.75269
O 0.74299 3.44674 2.74967
H -0.17385 3.72916 2.69639
H 0.69249 2.54039 3.09518
O 0.83693 1.60919 -4.07424
H 1.04352 2.54597 -4.13788
H 1.70597 1.17310 -3.96639
O 3.85966 1.33377 -1.27477
H 3.23025 1.35410 -0.53619
H 4.30374 0.47775 -1.19152
O 3.95112 -2.17167 3.70856
H 4.30581 -2.71962 4.41650
H 3.41262 -2.77881 3.16505
O 1.47609 2.98985 -0.44716
H 1.82005 2.96558 -1.34992
H 1.72804 3.85968 -0.10970
C 0.82753 -0.70379 -0.93395
C 0.30072 -0.18235 0.39740
C 1.39042 -0.02374 1.45106
O -0.38753 1.04337 0.19029
H 1.38783 -1.62983 -0.72243
H 1.58827 -0.06319 -1.37775
H 0.07775 -1.09788 -1.61835
H -0.39445 -0.95826 0.72442
H 2.04999 0.82770 1.25975
H 1.97976 -0.91415 1.67565
H 0.93749 0.22729 2.41362
H 0.30093 1.73162 0.08021
C -3.13071 -1.79223 -1.08842
C -4.42909 -1.22992 -1.63831
C -4.40263 0.09015 -2.37448
O -5.06651 -2.24814 -2.42707
H -2.42443 -2.06061 -1.88032
H -3.22826 -2.66465 -0.43936
H -2.65045 -1.07291 -0.41270
H -5.05378 -1.10192 -0.74714
H -3.54422 0.14831 -3.05519
H -4.33695 0.96261 -1.72621
H -5.28124 0.13661 -3.01607
H -4.47074 -2.39148 -3.17453
*
```

Calculated values
Relative energy (zero: lowest compared OMol25 entry of this formula, charge and spin): 0.0 kJ/mol
Electronic energy: -1382.38678 Ha
HOMO: -0.3667 Ha